Record 1
DFT (the ωB97M-V functional and the def2-TZVPD basis) results for a structure of composition C33H33IrN6O6S.

```
80
Properties=species:S:1:pos:R:3:forces:R:3
Ir -0.708675 0.565850 0.478043 -0.2296 -0.4082 0.0862
O 3.699129 0.406472 5.693439 -0.0190 0.0129 0.0245
C 2.738201 -0.615491 5.600676 0.0208 -0.0168 -0.0203
C 1.852114 -0.329552 4.423535 0.0080 0.0061 0.0058
C 0.714057 -1.093375 4.185811 -0.0021 0.0025 -0.0077
C -0.066809 -0.821771 3.085660 -0.0708 0.0768 0.0632
N 0.231348 0.172639 2.244568 0.1026 0.0808 -0.0437
C 1.330711 0.921455 2.457671 -0.0866 -0.0181 -0.0014
C 2.156994 0.700452 3.539507 -0.0145 0.0028 0.0296
C 1.526681 1.979320 1.453783 -0.0464 0.0024 0.0370
C 2.607046 2.835445 1.419476 0.0177 0.0604 -0.0080
C 2.691591 3.807965 0.430793 0.0009 -0.0013 0.0132
C 3.858019 4.750107 0.378979 -0.0018 -0.0050 0.0188
O 4.838389 4.288081 1.272230 -0.0058 0.0176 0.0070
C 1.658374 3.894266 -0.497979 -0.0378 0.0290 0.0259
C 0.602876 3.016799 -0.425618 -0.0533 0.0686 0.0519
N 0.539676 2.076782 0.530230 0.1800 0.0776 -0.0711
H 4.225504 0.288192 6.490635 0.0203 -0.0163 -0.0182
H 2.118546 -0.686874 6.500768 -0.0048 0.0244 0.0020
H 3.202469 -1.596967 5.442283 -0.0110 -0.0060 0.0102
H 0.442211 -1.913211 4.837168 -0.0139 0.0214 0.0198
H -0.944936 -1.409785 2.855283 0.0358 -0.0221 -0.0396
H 3.025892 1.313797 3.724298 0.0108 -0.0110 -0.0225
H 3.401682 2.753187 2.145855 -0.0093 -0.0153 0.0042
H 3.494191 5.749215 0.650286 0.0019 0.0063 -0.0195
H 4.225179 4.802024 -0.651881 0.0086 -0.0178 -0.0009
H 5.576569 4.905695 1.298170 0.0009 -0.0035 -0.0020
H 1.669760 4.634416 -1.286987 -0.0023 0.0044 0.0053
H -0.214855 3.057341 -1.128997 0.0392 -0.0503 -0.0399
C -0.839312 1.159844 -5.286050 -0.0060 0.0024 -0.0155
C 0.058252 0.656253 -4.358114 0.0002 -0.0197 -0.0009
C -0.266336 0.634574 -3.010902 0.0233 0.0221 0.0078
C -1.501814 1.129606 -2.602727 -0.0648 -0.0560 0.0148
C -2.407962 1.657971 -3.534659 -0.0026 -0.0357 0.0351
C -2.071595 1.663112 -4.870461 0.0103 -0.0054 0.0089
N -1.837871 1.118167 -1.210867 -0.1184 -0.0014 -0.1097
N -3.001136 1.515506 -0.957365 0.0565 0.1151 0.1053
C -3.317825 1.680291 0.395736 0.0171 -0.0348 -0.0889
C -4.589772 2.092247 0.737340 -0.0271 0.0187 0.0220
C -4.878637 2.284917 2.081442 0.0007 -0.0131 -0.0242
C -3.882964 2.072998 3.022202 0.0163 0.0136 0.0000
C -2.626962 1.668406 2.602001 0.0141 0.0866 -0.0003
N -2.349460 1.469441 1.309351 -0.0236 -0.0490 0.0424
H -0.583832 1.166563 -6.337402 0.0024 0.0041 0.0031
H 1.013572 0.265835 -4.681801 -0.0026 0.0008 0.0006
H 0.421687 0.220018 -2.292090 -0.0068 -0.0061 0.0160
H -3.355105 2.057438 -3.207632 -0.0153 -0.0055 -0.0238
H -2.765966 2.065511 -5.594888 0.0001 -0.0018 -0.0013
H -5.318024 2.253395 -0.044441 -0.0082 -0.0132 0.0070
H -5.866631 2.600400 2.387536 0.0010 0.0025 -0.0001
H -4.067105 2.219013 4.076795 0.0029 0.0116 -0.0017
H -1.818293 1.507700 3.301179 -0.0062 -0.0375 0.0011
C -4.065313 -1.819348 -2.223471 0.0252 -0.0119 0.0084
C -2.741882 -2.517988 -2.052571 -0.0022 0.0835 -0.0235
C -2.459728 -3.247270 -0.896898 0.0012 0.0094 0.0467
C -1.279702 -3.965480 -0.777265 0.0296 -0.0063 0.0033
C -0.351570 -3.936137 -1.809190 0.0338 0.0956 0.0636
C -0.595652 -3.187636 -2.951204 -0.0070 -0.0415 -0.0125
C -1.789956 -2.490833 -3.068573 -0.0026 0.0113 -0.0101
S 1.108556 -4.949819 -1.698962 0.0347 -0.0455 -0.0909
O 1.886626 -4.690198 -2.873746 -0.0167 0.0265 0.0206
O 0.644331 -6.249121 -1.337909 -0.0464 -0.0069 0.0166
N 1.986679 -4.405159 -0.446800 0.0004 -0.0398 0.0706
C 2.988805 -3.359865 -0.567267 -0.0397 0.0261 -0.0343
C 2.426679 -1.993145 -0.930475 -0.0934 -0.0448 -0.0760
C 1.328570 -1.531151 -0.010529 -0.2384 -0.0011 -0.0735
O 1.009542 -2.087896 1.019315 0.0780 -0.1079 -0.0016
O 0.706120 -0.457222 -0.484351 0.4073 0.0911 -0.0356
H -4.799773 -2.181569 -1.505164 -0.0003 -0.0012 0.0008
H -4.464722 -1.981151 -3.224443 0.0023 -0.0117 0.0052
H -3.969703 -0.738829 -2.091567 0.0010 0.0661 -0.0103
H -3.206360 -3.315732 -0.113580 -0.0061 -0.0016 0.0031
H -1.104230 -4.585870 0.092923 -0.0033 0.0018 0.0022
H 0.124954 -3.205136 -3.759042 0.0042 0.0160 0.0064
H -2.007611 -1.956568 -3.986813 0.0150 0.0210 0.0017
H 1.550855 -4.520680 0.455434 0.0205 -0.0381 -0.0139
H 3.705222 -3.653717 -1.331711 0.0291 -0.0301 0.0369
H 3.508535 -3.324958 0.388811 0.0325 0.0209 -0.0111
H 2.005524 -2.021913 -1.939020 0.0444 0.0248 -0.0206
H 3.216364 -1.237292 -0.947800 -0.0047 -0.0060 0.0201
```
Forces are in eV/Å.

The calculation puts the energy at -69643.0346 eV. Its lowest unoccupied orbital energy is -7.7 eV. The highest occupied orbital energy is -13.28 eV. As for the net charge: +2.

=====

Record 2
DFT (the ωB97M-V functional and the def2-TZVPD basis) results for a structure of composition C33H33LuN7PS2 in a non-equilibrium geometry.

```
77
Properties=species:S:1:pos:R:3:forces:R:3
Lu -0.488906 0.218154 0.735123 -0.3119 -0.6043 0.7829
C 2.113840 5.392306 2.782231 -0.0287 0.0087 0.0905
C 2.157432 5.005037 1.314310 0.0826 -0.0850 -0.0883
N 2.584611 3.621990 1.101347 -0.0478 0.2184 0.0933
C 1.836957 2.523942 1.170526 0.1083 -0.0752 -0.0635
S 0.095635 2.690679 1.330521 0.1547 -0.1848 -0.1665
N 2.529135 1.389326 1.148443 -0.2814 -0.0820 -0.0595
N 1.788392 0.273530 0.898714 0.2772 0.3673 0.1227
C 2.350142 -0.866779 1.130553 0.0197 -0.2627 -0.1781
C 3.674507 -1.016177 1.793089 0.0706 -0.1118 -0.0347
C 1.645867 -2.057737 0.584608 0.1297 0.2592 0.0181
C 2.236748 -3.308058 0.579592 0.0408 -0.2226 0.0268
C 1.599233 -4.355930 -0.069699 0.1040 -0.0068 0.0492
C 0.389517 -4.128576 -0.703032 -0.0712 -0.0094 -0.0319
C -0.154783 -2.860912 -0.631768 0.0363 -0.0279 0.0745
N 0.448040 -1.850604 0.000150 -0.1098 0.2754 -0.0007
H 1.816001 6.436133 2.885258 -0.0039 -0.0214 -0.0139
H 3.094622 5.278403 3.246509 -0.0216 -0.0138 -0.0182
H 1.395088 4.779209 3.330234 0.0301 0.0122 -0.0412
H 2.869025 5.626660 0.772598 -0.0045 0.0272 0.0108
H 1.190470 5.139254 0.834777 -0.0603 -0.0002 0.0271
H 3.573402 3.437042 1.005501 0.0025 0.0301 0.0417
H 3.971818 -0.079186 2.249352 -0.0018 0.0193 0.0097
H 4.443219 -1.303447 1.070312 -0.0106 0.0262 0.0025
H 3.628666 -1.797188 2.554550 0.0007 0.0140 -0.0143
H 3.191661 -3.458941 1.061629 -0.0198 -0.0144 -0.0258
H 2.054101 -5.337811 -0.091701 -0.0021 0.0204 -0.0001
H -0.126616 -4.912184 -1.239348 0.0160 0.0112 0.0034
H -1.106793 -2.641800 -1.099890 0.0227 0.0172 -0.0194
N -1.615070 -1.252105 4.772128 0.1313 0.0088 0.1944
C -0.540528 -0.518477 5.277003 -0.2674 -0.2062 0.1400
C -0.096534 -0.317601 6.579051 0.0117 0.0074 -0.0156
C 1.031901 0.461038 6.719226 0.0438 0.0408 -0.0333
C 1.690124 1.011617 5.603568 -0.0519 -0.0305 0.0410
C 1.236359 0.805782 4.317531 0.0394 0.0376 -0.0078
C 0.090090 0.027262 4.166408 -0.0119 -0.0151 -0.2921
N -0.604914 -0.376976 3.013213 0.1934 0.1978 -0.2370
C -1.592340 -1.139656 3.437926 -0.2038 -0.0807 -0.0736
C -2.524871 -1.770640 2.507802 0.3307 0.1906 -0.0218
C -3.461412 -2.717479 2.749617 -0.2446 0.0535 0.1208
S -4.280302 -3.093516 1.304552 0.0306 -0.3358 -0.0998
C -3.270284 -2.042291 0.447022 -0.0921 0.2712 0.1053
N -2.412005 -1.382554 1.185645 0.1601 0.0303 -0.0668
H -2.296050 -1.758466 5.313758 0.0159 0.0010 0.0165
H -0.600521 -0.747986 7.434107 0.0046 0.0091 -0.0218
H 1.422113 0.651344 7.709848 0.0059 0.0034 -0.0190
H 2.574736 1.613755 5.763324 -0.0123 -0.0150 0.0001
H 1.750345 1.230322 3.465981 -0.0068 -0.0096 0.0238
H -3.719278 -3.195008 3.681810 -0.0203 0.0410 -0.0189
H -3.366409 -1.912751 -0.621925 -0.0209 0.0039 0.0153
C -3.401159 2.684529 0.000758 -0.0351 0.0588 -0.0763
P -2.346949 1.503795 -0.889995 -0.0754 -0.0194 -0.2170
C -1.554159 2.403316 -2.236233 -0.0538 0.0477 -0.0815
C -2.315069 3.110019 -3.167911 0.0111 0.0393 -0.0591
C -1.691566 3.759114 -4.221223 0.0050 -0.0056 0.0141
C -0.308734 3.696829 -4.359246 -0.0166 -0.0074 0.0047
C 0.453797 2.991281 -3.440622 -0.0457 0.0118 -0.0217
C -0.170703 2.351044 -2.380170 0.0625 0.0119 0.0020
C -3.476825 0.346189 -1.720435 -0.0831 0.0807 -0.1211
C -4.808788 0.203894 -1.344236 -0.0435 -0.0518 0.0145
C -5.605209 -0.774635 -1.933560 0.0394 0.0364 0.0097
C -5.077265 -1.613390 -2.904074 0.0529 0.0215 -0.0200
C -3.751477 -1.461201 -3.305265 -0.0203 0.0307 0.0712
C -2.957285 -0.485817 -2.717548 0.0180 -0.0413 -0.0321
H -4.142618 3.119358 -0.669868 -0.0028 0.0210 0.0138
H -2.761288 3.477872 0.385312 0.0097 0.0161 0.0130
H -3.912455 2.209580 0.838011 0.0218 -0.0272 -0.0005
H -3.395618 3.150600 -3.081646 0.0292 -0.0187 0.0074
H -2.282912 4.311287 -4.939627 0.0070 -0.0116 0.0102
H 0.174293 4.199406 -5.187046 -0.0185 0.0000 0.0131
H 1.529105 2.942286 -3.545818 0.0009 0.0056 0.0020
H 0.446410 1.835077 -1.650779 -0.0015 -0.0413 0.0279
H -5.239635 0.848211 -0.588979 -0.0131 0.0129 0.0044
H -6.642610 -0.871125 -1.640873 0.0045 0.0097 0.0032
H -5.701159 -2.366037 -3.368753 0.0176 0.0116 0.0114
H -3.346782 -2.090625 -4.088061 -0.0010 0.0248 0.0215
H -1.935419 -0.351303 -3.062496 -0.0245 -0.0042 0.0382
```
Forces are in eV/Å.

The calculation puts the energy at -109759.8162 eV. Its lowest unoccupied orbital energy (alpha / beta) is -5.7 / -5.7 eV. The highest occupied orbital energy (alpha / beta) is -12.98 / -12.99 eV. As for the net charge: +2.